(1)
DFT (wB97M-V/def2-TZVPD) results for 10 unconnected molecules or ions with the total composition C33H64F15NO28P4 in a non-equilibrium geometry.

Structure (XYZ):
```
145
Properties=species:S:1:pos:R:3:forces:R:3:mulliken_charge:R:1
C -4.8114 1.6448 -5.3995 0.541 0.201 -1.046 -1.02
C -4.5241 2.6373 -4.3249 0.715 0.834 0.495 -0.30
O -4.7704 2.0428 -3.0274 -0.719 -0.707 -0.073 -0.24
C -5.0578 2.7997 -1.9900 0.166 -0.194 -0.351 0.09
O -4.9225 3.9781 -1.9079 -0.080 0.624 0.157 -0.56
C -5.5864 1.9526 -0.8066 0.336 -0.488 -0.624 1.12
F -6.1031 0.7824 -1.1949 -0.139 0.132 -0.063 -0.23
F -4.5564 1.6535 0.0083 -0.168 0.305 0.294 -0.17
F -6.5232 2.6284 -0.1641 0.079 0.054 0.428 -0.26
H -4.3430 2.0383 -6.3109 0.000 0.006 0.092 0.40
H -5.8578 1.5451 -5.6754 -0.129 -0.283 0.481 0.33
H -4.3050 0.6966 -5.2278 -0.308 -0.146 0.161 0.15
H -5.0755 3.5717 -4.4378 -0.285 -0.167 0.205 0.52
H -3.4739 2.9433 -4.3127 0.011 -0.184 -0.147 0.22
C -7.6629 -0.3692 3.0076 0.263 0.353 -0.311 -1.21
C -7.0448 -1.3168 1.9909 -0.456 -0.100 0.223 -0.20
O -5.6004 -1.2679 2.0592 -0.102 0.337 -0.049 -0.27
C -4.9635 -1.5671 0.9492 0.226 -0.667 0.243 -0.25
O -5.4229 -1.8282 -0.1227 -0.282 0.049 -0.145 -0.51
C -3.4441 -1.6757 1.1710 0.036 0.830 0.348 1.16
F -3.0581 -1.1833 2.3503 -0.006 -0.051 0.230 -0.25
F -3.0445 -2.9448 1.1097 0.007 -0.002 -0.289 -0.08
F -2.8411 -0.9426 0.2342 0.179 -0.367 -0.223 0.15
H -7.9048 -0.8586 3.9453 -0.080 0.059 0.047 0.34
H -8.5384 0.0935 2.5522 -0.277 -0.292 0.244 0.35
H -7.0127 0.4855 3.2076 0.222 -0.226 0.038 0.32
H -7.4083 -1.0718 0.9970 0.408 0.020 -0.176 0.28
H -7.2964 -2.3593 2.1867 -0.173 0.040 0.003 0.39
C -2.1243 -6.4723 0.3774 -0.600 0.416 0.108 -0.71
C -1.4301 -7.0710 1.5743 0.165 -0.517 -0.178 -0.35
O -0.3409 -6.2246 2.0121 0.422 -0.263 0.137 -0.33
C -0.6111 -5.3454 2.9521 -0.303 0.659 -0.508 0.22
O -1.6854 -5.0843 3.4043 -0.271 -0.151 0.387 -0.56
C 0.6131 -4.4917 3.3547 0.357 -0.560 0.131 1.11
F 0.8685 -4.6544 4.6616 -0.075 0.012 0.009 -0.30
F 1.7159 -4.8343 2.6843 -0.032 0.157 -0.042 -0.25
F 0.3536 -3.2092 3.1408 -0.042 0.153 -0.047 -0.18
H -2.7593 -7.2086 -0.1167 0.129 -0.141 0.040 0.46
H -1.4153 -6.0813 -0.3500 0.104 -0.122 0.034 0.14
H -2.7889 -5.6569 0.6738 0.151 0.051 0.025 0.07
H -0.9582 -8.0144 1.2999 0.179 0.126 0.026 0.34
H -2.0764 -7.2762 2.4253 -0.177 0.220 -0.084 0.34
C -2.6052 2.7920 2.9977 -0.167 0.661 -1.472 -0.47
C -2.5378 3.9457 3.9561 -0.733 -0.054 0.747 -0.60
O -1.4397 3.5971 4.8291 0.504 -0.023 0.051 -0.12
C -1.2969 4.2290 5.9824 -0.171 0.132 -0.565 0.22
O -2.0143 5.0807 6.4061 -0.086 0.228 0.338 -0.53
C -0.0255 3.7637 6.7333 -0.531 -0.557 0.027 0.89
F -0.3716 3.3259 7.9502 0.073 0.142 -0.018 -0.26
F 0.5942 2.7599 6.1055 0.116 0.158 0.042 -0.16
F 0.8130 4.7803 6.8622 0.254 0.195 0.042 -0.26
H -2.6404 1.8233 3.4827 0.249 -0.022 0.100 0.26
H -1.7897 2.9013 2.2762 0.373 -0.527 0.427 -0.10
H -3.4523 2.8534 2.3124 -0.423 0.147 0.380 0.40
H -3.4495 4.0773 4.5460 0.119 -0.324 0.155 0.38
H -2.3865 4.9328 3.5173 0.429 -0.180 -0.235 0.33
C -5.1205 -3.3396 -2.8299 -0.133 -0.172 -0.157 -1.56
C -4.2455 -2.1181 -2.9697 -0.166 0.569 -0.605 0.26
O -2.8833 -2.5032 -2.6702 -0.263 -0.273 0.721 0.32
C -2.2005 -3.0812 -3.6296 0.333 0.352 -0.392 0.03
O -2.3544 -2.9609 -4.8091 -0.262 -0.222 -0.136 -0.55
C -1.0300 -3.9341 -3.1042 0.471 0.856 0.298 0.93
F -1.1681 -5.1847 -3.5116 0.071 -0.363 -0.136 -0.29
F 0.1160 -3.4205 -3.5710 -0.110 -0.311 -0.180 -0.26
F -0.9213 -3.9331 -1.7672 -0.305 -0.253 -0.008 -0.27
H -4.7853 -4.1230 -3.5138 0.157 -0.026 0.136 0.45
H -6.1646 -3.1714 -3.0977 0.055 0.374 0.098 0.39
H -5.0870 -3.6843 -1.7992 0.010 -0.142 -0.033 0.28
H -4.4920 -1.3179 -2.2794 0.026 -0.225 0.300 -0.10
H -4.2749 -1.6689 -3.9653 0.029 -0.295 -0.089 0.35
C 1.2535 8.8754 -3.1515 -0.375 0.242 0.415 -0.65
O 1.0939 7.6848 -3.9175 -0.284 0.100 -0.263 -0.31
P 2.2639 6.6602 -4.1438 0.267 0.131 0.495 1.02
O 3.3749 6.7899 -3.1992 0.163 -0.054 0.077 -0.69
O 1.5034 5.2812 -4.1274 0.274 -0.334 -0.764 -0.23
C 1.5733 4.4422 -3.0010 -1.486 -0.544 1.590 -0.57
O 2.6362 6.8458 -5.6584 -0.150 0.162 -0.387 -0.32
C 3.9598 6.5254 -6.0742 0.814 -0.023 -0.179 -0.66
H 0.4221 8.8941 -2.4447 0.123 0.017 0.048 0.23
H 1.1623 9.7649 -3.7736 0.141 -0.160 -0.241 0.26
H 2.1943 8.8865 -2.6060 0.060 -0.085 -0.073 0.33
H 0.6514 3.8516 -2.9306 0.047 0.080 -0.549 0.09
H 1.5130 5.0348 -2.0838 0.605 0.001 0.002 0.32
H 2.3693 3.7035 -2.9607 0.467 0.453 -0.372 0.32
H 4.2197 5.4831 -5.8848 -0.184 -0.014 0.093 0.30
H 4.6887 7.1614 -5.5699 -0.122 -0.056 0.138 0.29
H 4.0598 6.7085 -7.1418 -0.380 0.022 -0.012 0.24
C -1.7963 0.6111 -2.7900 0.736 0.226 -0.322 -0.72
O -1.1683 -0.0768 -1.7044 -0.276 0.179 0.101 0.64
P 0.3612 0.1956 -1.3753 0.336 -0.263 0.100 -0.34
O 1.2917 -0.2488 -2.4059 0.044 0.047 -0.290 -0.80
O 0.5019 1.7311 -1.0346 -0.427 0.067 -0.246 -0.15
C -0.1907 2.3248 0.0775 1.377 0.026 0.162 -0.63
O 0.5295 -0.4359 0.0512 -0.265 0.024 -0.189 0.40
C 0.3680 -1.8388 0.2867 -0.782 -0.143 0.697 0.79
H -2.8213 0.2698 -2.8657 -0.043 0.014 0.117 -0.27
H -1.2588 0.4275 -3.7254 -0.095 -0.242 0.036 0.45
H -1.7389 1.6927 -2.6288 -0.276 -0.048 0.149 0.35
H 0.4257 3.2050 0.2613 -0.626 0.391 0.048 0.40
H -0.0537 1.7048 0.9606 -0.396 -0.207 -0.042 0.02
H -1.2375 2.5312 -0.1253 -0.016 0.045 -0.131 0.32
H 1.3343 -2.2276 0.5839 -0.008 -0.238 -0.114 -0.28
H -0.1386 -2.3879 -0.5080 0.593 0.343 -0.340 -0.24
H -0.3408 -1.9211 1.1135 0.338 0.025 0.215 -0.18
C 8.6049 -1.9909 1.4815 0.326 -0.363 -0.079 -0.80
O 7.2317 -2.3547 1.2958 0.177 0.515 -0.043 -0.25
P 6.8059 -3.0959 -0.0486 -0.617 -0.023 -0.137 0.53
O 7.0256 -4.5312 -0.0604 0.344 -0.450 0.079 -0.79
O 7.5304 -2.3472 -1.2336 -0.037 0.277 0.213 -0.39
C 7.1292 -1.0046 -1.5599 0.512 0.554 -0.324 -0.46
O 5.3028 -2.6375 -0.2204 0.131 0.037 -0.159 0.24
C 4.3531 -2.6730 0.8462 0.179 -0.006 0.624 -0.82
H 9.0089 -2.5652 2.3130 -0.041 0.074 0.081 0.30
H 8.7022 -0.9240 1.6725 -0.275 0.017 0.112 0.26
H 9.2008 -2.2207 0.5965 -0.063 -0.028 0.004 0.37
H 6.4799 -0.5498 -0.8147 -0.331 -0.323 -0.085 0.24
H 6.6875 -1.0450 -2.5492 -0.352 0.169 0.133 0.16
H 7.9929 -0.3342 -1.6141 0.257 -0.460 0.017 0.31
H 4.7306 -3.2260 1.7109 0.104 -0.110 -0.158 0.42
H 3.4505 -3.1819 0.5146 0.000 0.106 -0.190 0.14
H 4.1239 -1.6723 1.2138 0.210 -0.294 -0.675 0.44
C 5.0774 0.8866 4.7762 -0.171 0.230 0.775 -0.84
O 4.5861 0.0874 3.7087 0.114 -0.240 -0.468 -0.37
P 3.1783 -0.6296 3.7893 -0.185 0.479 0.440 0.27
O 2.8066 -1.3063 2.5546 -0.326 0.000 0.109 0.49
O 2.1863 0.5008 4.2599 0.194 -0.023 0.524 -0.42
C 1.0916 0.9165 3.4716 -0.728 0.177 -0.878 -0.69
O 3.2493 -1.5134 5.0951 -0.160 0.140 0.100 -0.28
C 4.1367 -2.6294 5.1009 0.081 -0.699 -0.088 -0.57
H 5.4136 1.8396 4.3774 0.076 -0.048 -0.102 0.28
H 5.8899 0.3877 5.3052 0.108 -0.106 -0.307 0.27
H 4.3057 1.0799 5.5257 -0.067 0.047 -0.166 0.35
H 0.2154 0.2780 3.6050 0.131 -0.091 0.251 0.40
H 1.3241 0.8946 2.4052 0.218 -0.080 0.059 0.32
H 0.8229 1.9351 3.7404 0.132 -0.028 0.214 0.30
H 4.5549 -2.8399 4.1147 0.060 0.211 0.002 0.14
H 3.5712 -3.5162 5.3857 -0.051 0.105 0.120 0.22
H 4.9371 -2.4671 5.8197 0.000 0.114 -0.017 0.31
C 3.5593 -2.4504 -3.1663 -0.760 0.259 1.349 -0.18
N 4.0052 -1.5842 -4.2808 1.045 -0.670 0.001 1.10
O 3.5085 -1.8229 -5.3577 -0.275 0.256 -0.138 -0.62
O 4.9167 -0.7962 -4.0981 -0.368 0.094 0.112 -0.61
H 2.4741 -2.3969 -3.1712 0.002 -0.438 -0.280 -0.06
H 3.8490 -2.1049 -2.1763 0.430 0.617 -0.356 -0.05
H 3.9780 -3.4496 -3.2313 -0.132 -0.038 -0.704 0.41
```
Positions in Å, forces in eV/Å.

Charge   0
Maximum force   2.2 eV/A
Gap between HOMO and LUMO   10.06 eV
Multiplicity   1

(2)
DFT (wB97M-V/def2-TZVPD) results for 13 unconnected molecules or ions with the total composition C17H22B2Cl36NO6 in a non-equilibrium geometry.

Structure (XYZ):
```
84
Properties=species:S:1:pos:R:3:forces:R:3:mulliken_charge:R:1
C 1.0191 0.9334 -0.2650 -0.706 -1.420 -1.519 -0.12
C 0.4411 0.2180 -1.3139 1.184 1.063 1.564 -0.10
C 0.1459 -1.3356 -1.2917 0.060 0.307 0.655 1.66
C -1.4417 -1.3957 -1.3042 0.225 -0.388 0.045 -1.05
C 0.8960 -2.0862 -0.0661 -0.054 0.609 -2.270 -0.45
O 2.2669 -1.8833 -0.5286 -1.216 0.414 1.394 -0.70
B 2.1813 -2.1259 -1.9779 0.136 -1.214 -0.463 0.30
O 2.8468 -1.1330 -2.8942 0.413 1.331 0.043 0.01
N 2.9062 -1.6705 -4.1330 -0.904 0.712 0.050 0.17
O 2.3345 -0.9771 -4.9216 0.765 -0.326 -0.089 -0.45
B 3.0808 -3.5279 -2.1856 1.231 -1.814 -0.649 0.79
O 2.5669 -4.8725 -2.3433 0.801 0.755 0.937 -0.59
O 4.5394 -3.4080 -2.1617 -1.758 -0.570 0.833 -0.45
O 0.7630 -2.0895 -2.3736 -1.433 1.143 1.480 -0.87
H 0.8971 2.0438 -0.1532 0.563 -1.390 -0.517 -0.32
H 1.6744 0.3840 0.4713 -1.202 0.649 -0.562 0.05
H 0.1340 0.7900 -2.2408 -0.159 -0.788 1.178 0.24
H -1.9190 -0.6034 -0.6405 0.846 -0.860 -0.764 0.11
H -1.7885 -1.2139 -2.3656 0.279 -0.390 1.162 0.37
H -1.7896 -2.3973 -0.9036 0.293 1.068 -0.855 0.05
H 0.6092 -3.1718 -0.2801 0.372 1.258 0.804 -0.10
H 0.6805 -1.7494 0.9890 0.525 -0.332 -1.145 0.07
H 2.1241 -5.0812 -1.4965 0.022 0.150 -0.853 0.25
H 4.6887 -2.7246 -1.4825 0.112 -0.015 -0.746 0.23
C -1.3695 4.3971 0.7069 0.060 -0.158 -0.094 -0.24
Cl -2.0739 2.7894 0.4968 0.036 0.141 0.112 -0.07
Cl 0.2460 4.4679 -0.0089 -0.115 0.196 0.168 -0.04
Cl -2.4192 5.6330 -0.0040 -0.074 -0.020 0.235 -0.09
H -1.2807 4.5944 1.7717 -0.025 -0.013 -0.179 0.39
C 4.2440 3.3733 -1.7128 -0.188 -0.388 -0.234 -0.04
Cl 3.5748 2.0103 -2.6143 0.171 0.164 0.184 0.00
Cl 3.5306 4.8984 -2.2639 -0.235 -0.041 0.143 -0.09
Cl 3.9831 3.1566 0.0242 0.057 0.068 -0.041 -0.13
H 5.3155 3.4114 -1.8953 -0.142 0.058 0.087 0.27
C 6.3747 7.5159 -3.9824 -0.079 -0.079 0.072 0.00
Cl 4.6897 7.9095 -4.3484 0.130 -0.024 -0.013 -0.12
Cl 7.1181 8.8009 -3.0200 -0.004 -0.060 -0.081 -0.14
Cl 6.4823 5.9664 -3.1393 0.316 0.218 -0.244 -0.07
H 6.9178 7.4333 -4.9199 -0.089 0.016 0.154 0.31
C -2.3358 -3.5518 2.2468 0.165 0.125 -0.083 0.96
Cl -1.8413 -1.8835 2.5588 -0.118 -0.137 -0.035 -0.10
Cl -1.3764 -4.2512 0.9358 -0.323 -0.216 0.333 -0.11
Cl -2.1873 -4.5302 3.7161 0.076 -0.054 -0.169 -0.15
H -3.3813 -3.5462 1.9381 0.656 -0.024 0.438 -0.58
C 7.5240 -5.7298 -2.0414 -0.142 0.182 -0.003 0.27
Cl 8.0783 -4.0861 -1.7101 -0.036 -0.155 -0.030 -0.13
Cl 8.4440 -6.4407 -3.3765 -0.040 -0.001 0.040 -0.15
Cl 7.6558 -6.7361 -0.5912 -0.017 0.016 -0.067 -0.15
H 6.4765 -5.6831 -2.3325 0.117 0.085 0.069 0.13
C -6.8864 -3.0691 1.0680 -0.097 0.109 0.059 -0.07
Cl -7.3153 -1.4439 0.5207 0.039 -0.168 0.016 -0.11
Cl -5.1647 -3.3809 0.7986 -0.620 0.028 -0.399 -0.08
Cl -7.2991 -3.2793 2.7741 0.007 -0.003 -0.147 -0.09
H -7.4580 -3.7877 0.4868 0.127 0.102 0.079 0.33
C -1.8259 -7.8705 2.1507 0.125 -0.025 -0.039 0.68
Cl -2.9823 -8.8931 1.2855 0.020 0.084 0.042 -0.14
Cl -1.8556 -8.2269 3.8835 -0.027 0.043 -0.087 -0.14
Cl -0.1972 -8.0847 1.4989 -0.172 0.074 0.057 -0.12
H -2.1160 -6.8322 2.0107 0.065 -0.148 0.035 -0.31
C -1.6840 4.6237 -3.9856 0.137 -0.189 0.148 -0.10
Cl -3.3731 5.0094 -4.3499 0.067 0.014 -0.087 -0.11
Cl -0.9461 5.9134 -3.0269 0.028 -0.008 -0.339 -0.12
Cl -1.5684 3.0774 -3.1388 0.011 0.179 -0.121 -0.03
H -1.1417 4.5415 -4.9237 -0.104 0.024 0.143 0.36
C 7.3366 5.1561 1.8373 -0.082 -0.113 -0.054 -0.06
Cl 7.5953 3.4129 1.9831 0.021 0.143 -0.002 -0.11
Cl 6.8520 5.5775 0.1899 0.106 0.060 0.129 -0.03
Cl 6.1235 5.7045 3.0022 0.102 -0.001 -0.053 -0.12
H 8.2736 5.6602 2.0571 -0.160 -0.076 -0.033 0.33
C -7.1853 5.3739 -2.5656 0.117 0.005 0.116 0.06
Cl -7.5328 3.8747 -1.6945 0.025 0.088 -0.108 -0.11
Cl -8.5699 6.4733 -2.4882 0.044 -0.053 -0.062 -0.14
Cl -5.7367 6.1499 -1.9153 -0.170 -0.061 -0.056 -0.07
H -7.0023 5.1283 -3.6084 -0.037 0.032 0.165 0.26
C -5.8965 -3.5240 6.6874 0.149 0.035 -0.116 -0.11
Cl -5.0530 -3.4241 8.2393 -0.108 -0.084 -0.072 -0.12
Cl -6.8623 -2.0673 6.4068 -0.072 -0.095 -0.002 -0.11
Cl -4.7444 -3.7666 5.3693 -0.199 0.009 0.315 0.01
H -6.5681 -4.3778 6.7179 0.087 0.156 0.017 0.33
C -4.4041 1.1020 6.3987 0.123 -0.073 -0.067 0.00
Cl -3.9119 2.7747 6.7002 -0.083 -0.064 -0.019 -0.14
Cl -3.4430 0.3963 5.0936 -0.153 0.025 0.101 -0.02
Cl -4.2569 0.1343 7.8716 -0.028 0.102 -0.088 -0.11
H -5.4471 1.1024 6.0932 0.162 -0.005 0.057 0.27
```
Positions in Å, forces in eV/Å.

Charge   -1
Maximum force   2.4 eV/A
Gap between HOMO and LUMO   6.10 eV
Multiplicity   1